Entry from the OMol25 dataset: 2 unconnected molecules or ions with the total composition C4H12 in a non-equilibrium geometry (ωB97M-V/def2-TZVPD).

Atoms and positions in Å:
1 C -2.16 -1.38 -0.23
2 C -0.85 -1.73 0.44
3 H -3.02 -1.64 0.37
4 H -2.22 -0.32 -0.49
5 H -2.48 -1.94 -1.12
6 H -0.31 -2.54 -0.05
7 H -1.06 -2.00 1.47
8 H -0.20 -0.86 0.53
9 C 1.41 2.14 0.40
10 C 1.63 0.96 -0.56
11 H 1.90 3.02 -0.01
12 H 0.35 2.33 0.52
13 H 1.85 1.93 1.37
14 H 1.69 1.33 -1.59
15 H 2.61 0.49 -0.39
16 H 0.86 0.21 -0.65

relative energy (zero: lowest compared OMol25 entry of this formula, charge and spin)	40.67	kJ/mol
E	-159.5695	Ha
SMILES string	CC.CC
HOMO energy	-11.48	eV
gap between HOMO and LUMO	12.607	eV

Results of the Löwdin charge analysis, in e, for atoms 1 through 6: atom 1 (C): -0.172, atom 2 (C): -0.161, atom 3 (H): 0.051, atom 4 (H): 0.060, atom 5 (H): 0.063, atom 6 (H): 0.068